Record 1
C17H29GeN3O7W as an isolated structure, computed with ωB97M-V/def2-TZVPD.

Values from the calculation:
Orbital gap (hartree): 0.24497
ΔE to the lowest compared entry with this formula, charge and spin (eV): 1.547
HOMO (eV): -15.1
Charge: +2
Lowest unoccupied orbital energy (eV): -8.43
Multiplicity: 1

Geometry as XYZ:
```
58
Properties=species:S:1:pos:R:3:mulliken_charge:R:1
W -0.4297 0.9419 0.7043 1.62
Ge 1.6860 -0.3502 -0.5859 0.00
O 1.4181 0.6751 4.0575 -0.49
O -1.3641 -0.2614 -0.2711 -0.26
O 0.9505 1.2456 1.9184 -0.34
O -3.6672 0.9163 3.0585 -0.51
O 0.2408 2.3191 -0.9214 -0.55
O -0.3642 4.0296 -2.2200 -0.40
O -1.6311 0.4373 2.2214 -0.85
N -0.0864 3.5102 2.5873 -0.44
N 0.4157 2.6742 3.5963 -0.14
N -1.9399 2.3196 0.3637 0.32
C -4.0764 3.9385 0.0308 -0.47
C 0.0226 -3.2094 0.7372 0.05
C 2.2395 -0.8784 -3.3183 -1.00
C 0.7522 -2.1528 1.5645 0.34
C 3.3716 -1.7927 -2.8520 -0.16
C -0.5876 3.1782 -1.2801 0.29
C -2.4616 -1.1645 -0.4470 -0.98
C 2.9766 -3.2611 -2.7644 -1.01
C 0.9653 1.4651 3.3019 0.23
C -4.0944 2.9735 1.0304 -0.75
C -2.9800 2.1583 1.1759 0.85
C -2.8069 1.0847 2.2554 0.16
C 2.0164 -1.5844 0.8975 -0.87
C -2.9625 4.0914 -0.8020 -0.60
C -1.8960 3.2476 -0.5966 0.49
C 0.7703 -4.5384 0.6841 -1.57
C 1.0442 -0.8571 -2.3536 -0.52
H -4.9398 2.8434 1.6932 0.63
H 0.9295 -4.9246 1.6916 0.42
H 0.5996 4.2273 2.3634 0.27
H 2.6238 0.1377 -3.4409 0.31
H 1.8867 -1.1972 -4.3023 0.45
H -2.9368 4.8439 -1.5789 0.62
H 0.5233 3.9202 -2.6114 0.42
H -3.3290 -0.5788 -0.7503 0.36
H 3.8246 -3.8776 -2.4693 0.37
H -2.2042 -1.8821 -1.2208 0.34
H 2.6031 0.8812 -0.6153 0.03
H 2.6134 -1.0225 1.6157 0.41
H 1.7450 -4.4488 0.2049 0.29
H 4.2167 -1.6819 -3.5322 0.43
H 0.2870 -0.1448 -2.6870 0.48
H 0.5727 3.0295 4.5288 0.25
H 2.6427 -2.3930 0.5133 0.59
H 2.1774 -3.4324 -2.0400 0.07
H 0.0570 -1.3517 1.8599 -0.53
H -0.9115 3.9763 2.9497 0.27
H 2.6260 -3.6211 -3.7329 0.36
H -0.1446 -2.8363 -0.2809 -0.18
H 3.7461 -1.4444 -1.8745 0.13
H 0.2003 -5.2826 0.1293 0.40
H -0.9632 -3.3817 1.1756 0.37
H -2.6491 -1.6709 0.4984 0.36
H 0.5681 -1.8343 -2.2751 0.49
H -4.9332 4.5858 -0.1043 0.51
H 1.0467 -2.5942 2.5197 0.61
```

***

Record 2
C17H29HfO5P as an isolated structure at a distorted geometry, computed with ωB97M-V/def2-TZVPD.

Values from the calculation:
Orbital gap (hartree): 0.32190
HOMO (eV): -16.8
Charge: +2
Lowest unoccupied orbital energy (eV): -8.05
Multiplicity: 1

Geometry as XYZ:
```
53
Properties=species:S:1:pos:R:3:mulliken_charge:R:1
Hf -0.2934 0.2637 0.8282 1.03
P -2.7713 0.2646 0.1096 -0.43
O 0.4985 -0.7858 2.3272 -0.62
O 1.8706 -0.1377 0.0682 -0.77
O 0.7564 3.8108 1.3876 -0.42
O 0.0971 1.2799 2.7972 -0.41
O -0.0168 2.0090 0.2057 -0.51
C 0.9757 0.3985 2.6503 0.60
C 2.5137 1.1868 -0.2705 -0.18
C 2.3755 0.7519 2.1435 -0.31
C -3.5451 -1.3957 0.2066 0.79
C 2.2729 1.9592 1.0545 -0.02
C -3.3931 1.1377 2.6949 -1.30
C 0.9561 2.7410 0.9557 0.08
C -5.0484 -1.3977 0.4979 -1.56
C -3.4828 1.5493 1.2147 0.70
C -2.7687 -2.2783 1.1944 -1.48
C 2.8021 -0.4171 1.2389 -0.04
C -1.5501 0.1089 -2.3135 -1.31
C 4.1824 -0.2347 0.6525 -1.00
C -2.7315 0.8162 -1.6288 0.65
C -4.8904 2.0089 0.8237 -1.42
C 3.9715 0.8473 -0.4360 -0.93
C -4.0423 0.5701 -2.3803 -1.39
H -1.6966 -2.3283 0.9646 0.33
H 4.5368 -1.1700 0.2294 0.38
H -2.4796 0.6069 2.9727 0.28
H -2.8063 2.3910 1.0479 0.38
H -4.2282 0.4988 2.9692 0.31
H -4.2483 -0.4980 -2.4850 0.32
H 4.1603 0.4560 -1.4323 0.39
H -2.8895 -1.9416 2.2255 0.34
H -5.6071 -0.7787 -0.2040 0.34
H -3.4338 2.0266 3.3243 0.43
H -1.3937 0.4944 -3.3217 0.50
H -3.9633 0.9877 -3.3861 0.48
H -0.5843 0.2717 -1.8026 0.25
H -4.9396 2.3888 -0.1974 0.37
H -5.1781 2.8278 1.4869 0.47
H -2.5262 1.8881 -1.5783 0.44
H -5.6216 1.2091 0.9429 0.26
H -5.4252 -2.4182 0.4046 0.48
H -5.2642 -1.0613 1.5105 0.33
H 4.5896 1.7323 -0.2963 0.39
H -3.3938 -1.7951 -0.7989 0.48
H 2.0319 1.6110 -1.1376 0.65
H 3.0665 0.9857 2.9495 0.58
H -3.1175 -3.3104 1.1458 0.46
H 3.0361 2.7041 1.2470 0.82
H 2.5944 -1.3972 1.6341 0.80
H 4.8820 0.0680 1.4313 0.36
H -4.8961 1.0409 -1.8957 0.34
H -1.7153 -0.9681 -2.3958 0.30
```

***

Record 3
One molecule with the formula C17H29N5O7, computed with ωB97M-V/def2-TZVPD.

Values from the calculation:
Orbital gap (hartree): 0.33908
ΔE to the lowest compared entry with this formula, charge and spin (eV): 0.310
HOMO (eV): -8.7
SMILES: COCCOCC(=O)NC[C@@]1(OC)CCN(C(=O)CCCn2c(O)nnc2O)C1
Charge: 0
Lowest unoccupied orbital energy (eV): 0.54
Multiplicity: 1

Geometry as XYZ:
```
58
Properties=species:S:1:pos:R:3:mulliken_charge:R:1
O 0.3231 1.0798 -1.8136 -0.40
O -2.1945 -2.1904 -1.4048 -0.46
O 3.9737 -1.0430 -3.6696 -0.50
O -2.3384 0.5986 -1.5872 -0.33
O 0.8676 -3.0256 0.1870 -0.71
O 3.5977 1.4556 2.8702 -0.69
O -2.0232 0.5296 2.0410 -0.43
N 0.5395 -0.6033 -3.4597 -0.08
N 1.3805 1.3764 2.5233 0.11
N 2.3662 0.2257 -2.5430 0.34
N -0.6520 -1.3791 0.5592 0.46
N 1.6509 -1.2529 -4.0172 -0.89
C -2.9698 1.7503 -1.0539 -0.86
C -2.9621 -0.3290 2.6626 -0.93
C 0.1733 1.3669 1.7114 -0.13
C 1.0018 0.2455 -2.6011 0.17
C -3.2466 -0.2569 -2.2698 -0.84
C -0.6675 0.2750 2.3737 1.84
C -0.2226 -1.1132 1.9121 -1.94
C 3.2258 1.0045 -1.6675 -1.27
C -0.3373 0.4727 3.8585 -1.11
C -2.5428 -1.5415 -2.6180 -0.36
C -0.1398 -2.4221 -0.1376 0.58
C 3.0085 0.6796 -0.1826 0.86
C 2.6883 -0.7367 -3.4525 0.63
C 1.1490 0.8312 3.8627 -0.90
C -0.9332 -2.8303 -1.3709 -0.48
C 2.8542 1.9535 0.6534 -0.79
C 2.6532 1.5940 2.1085 0.31
H -4.1014 -0.4620 -1.6144 0.43
H 3.0233 2.0606 -1.8561 0.39
H -0.6341 0.8458 -1.8513 0.54
H -1.0564 -3.9149 -1.3180 0.36
H -3.6135 0.2305 -3.1808 0.43
H -0.3337 -2.5931 -2.2515 0.27
H -1.5370 -1.0127 0.2373 0.18
H 1.4036 1.5610 4.6314 0.41
H 4.2484 0.8060 -1.9807 0.33
H -0.5458 -0.4059 4.4681 0.43
H -2.2079 2.3348 -0.5427 0.22
H -0.9399 1.3039 4.2312 0.46
H -3.7373 1.4650 -0.3295 0.29
H 3.9871 -1.7616 -4.3152 0.38
H 3.8409 0.0933 0.2080 0.56
H 2.1173 0.0556 -0.0829 -0.68
H -3.4226 2.3504 -1.8490 0.31
H -0.6126 -1.8741 2.5981 0.37
H 2.0278 2.5503 0.2619 0.35
H 0.3784 1.1421 0.6669 -0.44
H 0.8652 -1.1854 1.9598 0.53
H -1.6531 -1.3309 -3.2143 0.29
H -2.8482 -1.3672 2.3357 0.32
H -2.8863 -0.2884 3.7527 0.36
H 1.7946 -0.0351 4.0181 0.38
H 3.7647 2.5503 0.6007 0.54
H -3.2249 -2.1700 -3.2014 0.36
H -0.3715 2.3144 1.7758 0.12
H -3.9485 0.0226 2.3677 0.30
```

***

Record 4
C17H29NOPPtTe as an isolated structure, computed with ωB97M-V/def2-TZVPD.

Values from the calculation:
⟨S²⟩: 2.01
Orbital gap (alpha / beta) (hartree): 0.29981 / 0.25997
ΔE to the lowest compared entry with this formula, charge and spin (eV): 0.152
HOMO (alpha / beta) (eV): -10.7 / -11.6
Charge: +1
Lowest unoccupied orbital energy (alpha / beta) (eV): -2.59 / -4.52
Multiplicity: 3

Geometry as XYZ:
```
51
Properties=species:S:1:pos:R:3:mulliken_spin:R:1
Pt 1.0530 -0.0492 0.2423 0.84
Te -1.2106 -0.8136 -0.9305 0.24
P 0.5457 0.9478 2.2940 0.35
O -0.2507 2.3387 -1.4934 0.00
N 1.0356 3.8995 -2.4277 0.00
C -2.0710 -4.6639 -2.5689 0.01
C 2.4313 0.7074 -1.1770 0.43
C 0.9089 0.0779 3.8627 0.01
C -1.1452 -2.5620 -3.2897 -0.01
C -1.8313 -4.2024 -4.9129 0.00
C 0.8199 2.6398 -2.0142 0.02
C -2.2262 -5.0524 -3.8898 0.00
C -0.5546 -1.2229 -2.9400 0.04
C 0.2378 -1.2974 3.9015 0.03
C -1.5417 -3.4158 -2.2623 0.01
C 1.9459 1.6500 -2.2966 -0.03
C -1.2420 1.3549 2.3408 0.03
C 1.7234 3.1550 3.7110 0.01
C -1.6957 2.2633 3.4829 0.01
C -1.2811 -2.9670 -4.6127 0.00
C 1.4385 2.5573 2.3327 -0.03
C -1.3849 -2.9599 -0.8360 -0.01
H 1.5978 1.0588 -3.1476 -0.01
H -2.6622 -6.0157 -4.1180 0.00
H -1.9582 -4.4965 -5.9460 0.00
H -0.9031 -0.4293 -3.5985 -0.01
H 0.5898 -1.8639 4.7620 0.00
H 2.8874 -0.1826 -1.6145 0.02
H -2.7801 2.3665 3.4560 0.00
H 0.5358 -1.2486 -2.9720 0.00
H 1.9930 -0.0387 3.9232 0.01
H -1.4295 1.8512 4.4566 0.00
H 3.1714 1.2224 -0.5610 0.01
H 2.4150 2.5299 4.2747 0.00
H 0.2912 4.5707 -2.3337 0.00
H -1.4732 1.8053 1.3722 0.00
H 0.8449 3.2411 1.7199 0.00
H 1.8692 4.1777 -2.9137 0.00
H -1.2657 3.2601 3.3940 0.00
H 2.7994 2.2368 -2.6456 0.02
H -0.4864 -3.3800 -0.3818 0.00
H 0.8171 3.2860 4.2998 0.00
H 2.3814 2.4015 1.8046 0.01
H -2.2352 -3.2496 -0.2209 0.00
H 0.5907 0.6919 4.7062 0.01
H -2.3702 -5.3301 -1.7688 0.00
H -0.9639 -2.3065 -5.4110 0.00
H -0.8465 -1.2142 3.9782 0.00
H 0.4775 -1.8661 3.0010 -0.02
H 2.1869 4.1333 3.5869 0.00
H -1.7796 0.4037 2.3812 0.00
```

***

Record 5
A 2-piece molecular cluster, C17H30BClN3O8P overall at a distorted geometry, computed with ωB97M-V/def2-TZVPD.

Values from the calculation:
Orbital gap (hartree): 0.08932
ΔE to the lowest compared entry with this formula, charge and spin (eV): 0.000
HOMO (eV): 0.5
Charge: -2
Lowest unoccupied orbital energy (eV): 2.90
Multiplicity: 1

Geometry as XYZ:
```
61
Properties=species:S:1:pos:R:3:mulliken_charge:R:1
Cl 1.7099 2.6680 1.9453 -0.29
P -3.3886 -0.6192 4.5516 0.70
O -4.3966 -0.3654 3.4178 -0.74
O -0.1097 -5.1084 -0.2703 -0.49
O -3.8630 -1.7987 5.4086 -0.70
O -1.9936 -0.9792 3.9878 -0.44
O -0.2129 -4.5047 -2.5906 -0.63
O -3.2208 0.6661 5.3782 -0.65
O 2.0839 -3.1557 0.8925 -0.77
O 2.4192 -3.0903 -1.3324 -0.27
N -0.3836 1.0442 -0.0827 1.20
N -3.1335 0.6708 0.9133 -0.19
N 2.4421 2.5842 -2.8190 -0.76
C -3.6286 1.6324 -0.0506 -0.83
C 2.1027 -0.2683 -3.4945 -0.97
C 3.1957 0.2043 -2.5375 -0.72
C 0.9849 -1.1136 -2.8277 -1.23
C 0.6764 -0.6685 -1.4216 0.79
C -1.1405 2.2750 -0.1183 -0.58
C -0.4187 0.9086 2.4128 -1.86
C 0.7089 -0.7759 1.0051 -0.71
C -0.2117 2.9616 3.8146 -1.51
C -2.4670 2.2126 -0.8901 -0.68
C -0.0141 0.3835 1.0710 0.07
C -0.0347 0.4852 -1.2961 -1.75
C 1.1033 -1.3672 -0.2369 0.97
C 0.5666 1.8751 3.1158 0.30
C 2.0863 -4.4767 -1.4691 -0.58
C 3.0034 1.5758 -1.8941 -0.11
C 1.8616 -2.5624 -0.1591 0.20
B 0.5113 -4.7080 -1.4165 0.72
H -1.0921 -4.1617 -2.4023 0.24
H -0.3352 1.0178 -2.1831 0.71
H 2.4322 1.5101 -0.9718 -0.19
H 4.1228 0.2561 -3.1104 0.50
H 1.1613 1.3093 3.8186 0.57
H -2.7368 -0.1452 0.4699 0.04
H -0.5196 0.0221 3.0334 0.63
H 3.3746 -0.5207 -1.7484 0.17
H 1.1913 -2.1621 -2.9202 0.01
H 2.5052 -4.8252 -2.4097 0.23
H 2.7090 3.5019 -2.4834 0.29
H -2.3706 1.6744 -1.8293 0.27
H -1.4149 1.3272 2.3589 0.56
H -4.0922 2.4622 0.4720 0.41
H -0.8341 3.5036 3.1108 0.32
H -1.3376 2.6668 0.8673 -0.02
H 1.0062 -1.2913 1.8990 0.72
H -0.8712 2.5261 4.5618 0.33
H 2.5630 -0.8713 -4.2752 0.54
H 2.5479 -5.0750 -0.6810 0.29
H 0.0764 -0.9361 -3.4097 0.59
H -3.8212 0.3896 1.6069 0.28
H 1.4348 2.5702 -2.6898 0.30
H -0.5104 3.0172 -0.6292 0.39
H -4.3562 1.1516 -0.7152 0.36
H -1.0471 -4.8924 -0.2899 0.25
H 3.9864 1.9392 -1.5942 0.53
H 0.4825 3.6500 4.2953 0.40
H -2.7197 3.2409 -1.1490 0.45
H 1.6268 0.5592 -4.0093 0.38
```

***

Record 6
C17H30BiI2N3O3PS2Tl as an isolated structure at a distorted geometry, computed with ωB97M-V/def2-TZVPD.

Values from the calculation:
Orbital gap (alpha / beta) (hartree): 0.17499 / 0.16993
HOMO (alpha / beta) (eV): -19.6 / -19.4
Charge: +4
Lowest unoccupied orbital energy (alpha / beta) (eV): -14.86 / -14.78
Multiplicity: 1

Geometry as XYZ:
```
60
Properties=species:S:1:pos:R:3:mulliken_charge:R:1
Bi -2.0064 1.1918 0.3656 1.34
Tl 0.9944 0.7864 1.9074 0.78
I 0.1018 4.3198 -1.9458 0.48
I -2.4289 4.7305 -1.7393 0.29
S 0.0413 1.5720 -1.6084 -0.26
S -0.4846 3.1419 1.4548 -0.32
P 1.3444 -1.7412 -0.1332 0.98
O -5.2087 -0.6106 -1.1911 -0.07
O -5.0153 0.7242 2.3763 -0.09
O -0.6667 -1.7631 4.9274 -0.10
N 1.4786 -4.1537 -1.4507 0.22
N 1.7827 -4.2211 0.9716 0.23
N 3.5505 -3.3655 -0.4551 0.44
C 0.0316 4.5518 3.7083 -1.51
C 0.9926 0.6708 -3.9513 -1.41
C -0.3593 0.9841 -3.3163 1.70
C 3.2156 -4.1205 0.7777 -0.90
C -1.2074 -0.2751 -3.1671 -1.61
C 3.1776 -1.9629 -0.3437 -1.12
C 0.8192 -2.8554 -1.5147 -1.16
C -2.2864 4.7198 2.7709 -1.45
C 1.1496 -2.9407 1.2545 -0.95
C 2.9571 -4.0281 -1.6019 -0.85
C -1.5346 2.6130 3.9493 -1.16
C -1.1140 2.0102 -4.1636 -1.63
C -4.3494 0.0337 -0.8366 0.02
C -4.0542 1.2696 2.0706 0.06
C -0.2222 -1.1245 4.0943 0.12
C 1.1606 -4.8679 -0.2297 -0.90
C -1.1118 3.7752 3.0736 1.34
H 1.0405 -2.3736 -2.4815 0.50
H 0.9096 3.9096 3.8680 0.33
H 0.0801 -3.0687 1.4526 0.45
H -2.3508 2.0378 3.5162 -0.03
H -2.0650 2.3065 -3.6961 0.29
H 3.6486 -3.6036 1.6359 0.40
H 1.5640 -5.8930 -0.3015 0.32
H 3.6439 -5.1253 0.6950 0.32
H 0.0851 -4.9096 -0.0969 0.39
H 0.3331 5.3759 3.0362 0.41
H 3.3690 -5.0394 -1.6995 0.31
H 1.5647 1.5960 -4.0440 0.44
H -0.7021 -1.0643 -2.5835 0.15
H 3.6930 -1.5033 0.5040 0.49
H -3.1387 4.1969 2.2963 0.27
H 3.1677 -3.4475 -2.5048 0.39
H -2.1625 -0.0570 -2.6795 0.33
H -0.6909 1.9380 4.1380 0.26
H -1.9294 5.5067 2.0882 0.36
H -0.2611 -3.0020 -1.4530 0.58
H -0.2938 4.9759 4.6643 0.48
H 1.5794 -0.0314 -3.3490 0.18
H -2.6309 5.1819 3.7157 0.44
H 1.5978 -2.5221 2.1610 0.52
H -0.4832 2.8843 -4.3443 0.46
H 3.4845 -1.4345 -1.2584 0.47
H -1.8609 3.0191 4.9152 0.51
H 0.8262 0.2556 -4.9457 0.48
H -1.3410 1.5051 -5.1311 0.46
H -1.4240 -0.6788 -4.1716 0.52
```

***

- multiplicity of number 1 (C17H29GeN3O7W)?
  1

***

- Which of these has the highest charge?
  C17H30BiI2N3O3PS2Tl

***

- What is the formula in the fourth record?
  C17H29NOPPtTe

***

- Which value of multiplicity does entry 3 give?
  1